# 1
Density functional theory data (ωB97M-V/def2-TZVPD) for a cluster of 2 separate species, C3H11N2O2 in total at a distorted geometry.

The geometry in XYZ format:
```
18
Properties=species:S:1:pos:R:3
N -2.13199 -0.72010 -0.04205
C -0.82496 -1.42989 -0.19270
C 0.14650 -0.27225 -0.27709
N 1.50279 -0.85085 -0.45433
C 2.54475 0.20933 -0.67329
O -0.01215 0.64292 0.66054
H -3.01955 -1.00721 -0.47475
H 0.03360 0.13133 -1.31609
H -2.17465 0.08237 0.56631
H -0.86084 -1.94941 -1.17932
H -0.49792 -2.21254 0.52268
H 1.78036 -1.28155 0.39731
H 2.42828 0.56860 -1.67359
H 2.37850 1.03136 0.04652
H 3.47336 -0.29947 -0.46391
H -0.97811 1.84121 1.33798
H -1.93292 3.14946 1.93425
O -1.85504 2.36669 1.28153
```

Computed properties:
Electronic energy in eV: -10351.375
Net charge: +1
HOMO-LUMO gap in eV: 5.0

# 2
Density functional theory data (ωB97M-V/def2-TZVPD) for a cluster of 4 separate species, C3H11N2O3 in total at a distorted geometry.

The geometry in XYZ format:
```
19
Properties=species:S:1:pos:R:3
C 0.87372 -0.46061 -1.99125
C 1.96297 0.17913 -1.48257
N 1.66902 0.46191 -0.16894
C 0.42993 0.04350 0.08854
N -0.06198 -0.53340 -1.00624
H 0.77567 -0.90737 -2.96457
H 2.93463 0.44457 -1.85929
H 2.24723 0.97529 0.52045
H -0.14656 0.18338 0.98555
H -1.04325 -1.02460 -0.83182
H -2.89003 -1.86237 -1.03231
H -2.78728 -1.10759 0.28359
O -2.24470 -1.60145 -0.37177
H -4.18119 0.59860 1.27634
H -4.54456 -0.81517 1.75927
O -3.82844 -0.29695 1.39410
H 3.91550 1.33662 2.21772
H 3.70432 2.57035 1.41997
O 3.21501 1.81617 1.76323
```

Computed properties:
Electronic energy in eV: -12406.984
Net charge: +1
HOMO-LUMO gap in eV: 10.9

# 3
Density functional theory data (ωB97M-V/def2-TZVPD) for a cluster of 3 separate species, C3H11N2O4 in total at a distorted geometry.

The geometry in XYZ format:
```
20
Properties=species:S:1:pos:R:3
O -0.04024 -3.46648 0.41418
C 0.10178 -2.27881 0.15509
N 1.03180 -1.91508 -0.76608
C -0.77609 -1.08995 0.53204
N -0.06798 -0.08676 1.32537
C -0.48489 1.34202 1.15587
O -0.20269 1.77614 -0.08503
H 1.34620 -0.88766 -0.80231
H 1.49959 -2.56275 -1.36008
H -1.81305 -1.36690 0.73532
H -1.00718 -0.44681 -0.36556
H -0.23477 -0.33414 2.31474
H 0.22377 1.89019 1.78173
H -1.55665 1.40829 1.43060
H 2.12331 0.83052 0.18996
H 1.09852 1.54703 -0.66618
O 1.92050 0.85009 -0.78253
H -2.29828 3.44592 -1.05841
H -0.95184 2.69815 -0.93938
O -1.47873 3.39436 -1.55668
```

Computed properties:
Electronic energy in eV: -14460.492
Net charge: -1
HOMO-LUMO gap in eV: 8.6

# 4
Density functional theory data (ωB97M-V/def2-TZVPD) for a cluster of 2 separate species, C3H11N2O4 in total at a distorted geometry.

The geometry in XYZ format:
```
20
Properties=species:S:1:pos:R:3
C -0.44547 2.80341 0.50219
C -0.20388 1.33642 0.26245
C -0.10193 -2.89495 -0.90231
N 0.37480 0.64919 1.19923
N 0.12445 3.18017 1.78108
O -0.60105 0.84396 -0.85081
O 0.34463 -3.79638 -1.82612
O 0.92383 -2.37974 -0.09670
O -0.66637 -1.80762 -1.58883
H -1.53222 2.94812 0.46934
H -0.04174 3.35292 -0.35866
H 0.56934 -0.34697 1.12235
H 0.62275 1.18383 2.03494
H 0.93992 3.77155 1.67795
H -0.54083 3.67085 2.36407
H -0.85216 -3.29485 -0.20305
H -0.52510 -0.14434 -1.00378
H 0.47012 -4.67723 -1.45597
H 1.75707 -2.40527 -0.59021
H -0.61614 -1.99306 -2.53716
```

Computed properties:
Electronic energy in eV: -14454.215
Net charge: +1
HOMO-LUMO gap in eV: 11.6

# 5
Density functional theory data (ωB97M-V/def2-TZVPD) for the molecule C3H11N2OP3 at a distorted geometry.

The geometry in XYZ format:
```
20
Properties=species:S:1:pos:R:3
H 4.75153 1.24584 0.92650
P 4.10892 0.99926 -0.36455
N 3.06293 -0.10955 0.08167
P 1.79314 -0.73194 1.03955
N 0.31433 -1.77035 0.47147
P 0.53003 -3.15912 -0.45316
O -0.89136 -1.16979 0.48841
C -1.20590 -0.35806 -0.64047
C -1.56909 0.99850 -0.10064
C -0.34640 1.69300 0.55622
H 2.38852 -1.95192 1.14091
H -0.42702 -4.18500 0.02090
H -0.32840 -2.54466 -1.37252
H -2.02059 -0.61152 -1.27637
H -0.30264 -0.16645 -1.21066
H -2.21692 1.69252 -0.89418
H -2.36059 0.86069 0.64560
H 0.43475 1.56830 -0.12261
H -0.70184 2.76196 0.74919
H -0.13793 1.11804 1.44012
```

Computed properties:
Electronic energy in eV: -36178.102
HOMO-LUMO gap in eV: 7.6

# 6
Density functional theory data (ωB97M-V/def2-TZVPD) for the ion C3H11N2OS with charge +1 at a distorted geometry.

The geometry in XYZ format:
```
18
Properties=species:S:1:pos:R:3
N 0.99789 1.94126 -1.04748
C 0.57804 1.80777 0.42544
C -0.74485 0.80158 0.59993
O -1.69821 1.29170 1.61193
C -0.25297 -0.76901 0.87272
S -0.08545 -1.53847 -0.85570
N -0.14253 -3.28906 -0.77543
H 0.11893 2.04109 -1.63703
H 1.49174 1.03353 -1.28830
H 0.20902 2.87002 0.79899
H 1.48764 1.45433 1.10407
H -1.32886 0.82418 -0.43970
H -2.27313 1.95792 1.10237
H 0.76941 -0.82364 1.46834
H -1.04955 -1.31372 1.54205
H 1.19874 -1.12642 -1.32166
H 0.80494 -3.55762 -0.37246
H -0.08079 -3.60546 -1.78807
```

Computed properties:
Electronic energy in eV: -19141.916
Net charge: +1
HOMO-LUMO gap in eV: 9.0

# 7
Density functional theory data (ωB97M-V/def2-TZVPD) for a cluster of 2 separate species, C3H11N2S in total at a distorted geometry.

The geometry in XYZ format:
```
17
Properties=species:S:1:pos:R:3
C 3.28188 -0.23922 -0.91659
C 2.23389 -0.06824 0.16760
S 1.23486 1.53191 -0.04499
H 2.85763 -0.04305 -1.90020
H 3.99264 0.66530 -0.78741
H 3.95815 -1.15211 -0.86977
H 2.71794 -0.04853 1.11783
H 1.47849 -0.79961 0.14061
H 1.41801 1.99347 1.18393
N -1.72336 -0.02952 0.16647
C -2.88497 -0.61733 0.10505
N -4.06670 -0.11374 0.34746
H -1.50196 0.98116 -0.11906
H -0.94800 -0.51719 0.65385
H -2.92519 -1.56461 -0.51690
H -4.85959 -0.73807 0.43502
H -4.26371 0.75939 0.83711
```

Computed properties:
Electronic energy in eV: -17097.322
Net charge: +1
HOMO-LUMO gap in eV: 7.8

# 8
Density functional theory data (ωB97M-V/def2-TZVPD) for a cluster of 2 separate species, C3H11N2S in total.

The geometry in XYZ format:
```
17
Properties=species:S:1:pos:R:3
C 0.67291 0.52770 -2.21295
C -0.47256 -0.47366 -2.25341
S -0.15872 -1.92441 -1.15885
H 1.62928 0.08996 -1.95477
H 0.52046 1.33366 -1.50027
H 0.83146 1.02952 -3.15882
H -1.39398 -0.04518 -1.86534
H -0.66896 -0.77834 -3.27756
H -0.03569 -2.83466 -2.13078
N -0.92503 -0.42832 2.65994
C 0.21773 0.09561 2.30860
N 0.46067 1.38867 2.44202
H -1.63772 0.14960 3.08166
H -1.12514 -1.39347 2.44328
H 0.94996 -0.54146 1.83497
H 1.41163 1.73421 2.41678
H -0.27631 2.07056 2.32552
```

Computed properties:
Electronic energy in eV: -17098.307
Net charge: +1
HOMO-LUMO gap in eV: 7.9

# 9
Density functional theory data (ωB97M-V/def2-TZVPD) for the ion C3H11N2S with charge +1 at a distorted geometry.

The geometry in XYZ format:
```
17
Properties=species:S:1:pos:R:3
C 0.43278 -1.11834 -1.38776
C -0.47355 -0.54347 -0.22551
C -0.12440 0.85357 0.09006
N 0.39294 1.64971 -0.89172
N -0.67023 -1.22057 1.07083
S 1.01749 0.97911 1.89671
H 0.17990 -0.49947 -2.37363
H 1.46715 -0.98493 -1.36281
H 0.18348 -2.13691 -1.50825
H -1.37111 -0.48520 -0.79993
H -0.98780 1.36645 0.54028
H 0.07875 2.65079 -0.90186
H 1.32039 1.64022 -1.14537
H -1.62284 -1.31704 1.34049
H 0.31904 -0.31067 1.94069
H -0.38790 -2.19125 0.90669
H 0.24590 1.66798 2.81108
```

Computed properties:
Electronic energy in eV: -17096.521
Net charge: +1
HOMO-LUMO gap in eV: 10.3

# 10
Density functional theory data (ωB97M-V/def2-TZVPD) for a cluster of 2 separate species, C3H11N3 in total at a distorted geometry.

The geometry in XYZ format:
```
17
Properties=species:S:1:pos:R:3
C -3.54458 0.92969 -1.11641
C -2.57342 1.78802 -0.61349
N -1.20849 1.54065 -1.10381
H -3.20682 0.33462 -1.97510
H -4.51748 1.06501 -0.77283
H -2.59556 2.43028 0.37648
H -1.28352 0.54412 -1.29422
H -0.43855 2.01764 -0.70058
N 3.38732 -0.77608 1.27920
C 2.03624 -1.40689 1.19628
N 1.30192 -1.32124 -0.12955
H 3.64918 0.14073 0.75198
H 4.07639 -1.35069 0.72799
H 1.39839 -1.20855 2.10858
H 2.11184 -2.46876 1.47221
H 0.91086 -0.30270 -0.20685
H 0.49626 -1.95586 0.00012
```

Computed properties:
Electronic energy in eV: -7755.932
Net charge: -1
Spin multiplicity: 2
HOMO-LUMO gap (alpha / beta) in eV: 3.1 / 8.8

# 11
Density functional theory data (ωB97M-V/def2-TZVPD) for a cluster of 2 separate species, C3H11N3 in total at a distorted geometry.

The geometry in XYZ format:
```
17
Properties=species:S:1:pos:R:3
C -3.30860 -1.65709 -0.06902
N -2.50110 -1.31588 0.84598
C -1.14646 -1.05777 0.35076
H -4.06262 -2.43694 0.14450
H -3.00199 -1.49043 -1.12182
H -0.57195 -0.25397 0.84654
H -1.32782 -0.47064 -0.59559
H -0.52495 -1.92868 0.23774
N 2.90015 0.87385 0.63558
C 1.84056 0.71268 -0.33234
N 1.00792 1.86517 -0.56130
H 2.62912 0.76988 1.61315
H 3.30083 1.82370 0.57478
H 2.45810 0.60250 -1.32000
H 1.30147 -0.22081 -0.13781
H 0.34371 1.74818 -1.30764
H 0.66361 2.43626 0.19651
```

Computed properties:
Electronic energy in eV: -7757.459
HOMO-LUMO gap in eV: 9.9

# 12
Density functional theory data (ωB97M-V/def2-TZVPD) for a cluster of 3 separate species, C3H11N3 in total at a distorted geometry.

The geometry in XYZ format:
```
17
Properties=species:S:1:pos:R:3
C 1.41738 -0.94900 0.24929
N 0.63404 0.24161 -0.10650
N 1.34341 1.43306 0.16324
H 0.19429 0.42193 -1.66022
H 0.99625 2.13322 -0.51770
H 1.16128 1.74368 1.13133
H 2.49784 -0.76267 0.16085
H 1.12758 -1.77434 -0.41730
H 1.25342 -1.24509 1.29675
C -1.55585 -1.08459 0.04160
C -0.82715 0.21326 0.25732
N -1.45554 1.22994 0.70667
H -0.96571 2.12273 0.81065
H -0.58840 0.51377 -2.07748
H -1.39369 -1.74140 0.91347
H -1.20582 -1.59525 -0.86807
H -2.63335 -0.90087 -0.08389
```

Computed properties:
Electronic energy in eV: -7756.630
HOMO-LUMO gap in eV: 9.8

# 13
Density functional theory data (ωB97M-V/def2-TZVPD) for a cluster of 2 separate species, C3H11N3 in total at a distorted geometry.

The geometry in XYZ format:
```
17
Properties=species:S:1:pos:R:3
C 2.68793 0.64808 0.43278
N 2.24592 -0.50145 0.17641
C 3.03510 -1.49031 -0.52804
H 2.07388 1.54491 0.28844
H 3.67411 0.79220 0.91296
H 3.77515 -1.03205 -1.19196
H 3.66059 -2.11812 0.10510
H 2.38323 -2.05595 -1.17744
N -1.95679 0.94995 -0.73596
C -2.65549 -0.05770 0.06881
N -3.60180 0.46190 0.99715
H -1.27695 0.52212 -1.34869
H -1.54360 1.73323 -0.25472
H -1.89729 -0.66426 0.58751
H -3.10895 -0.78116 -0.61214
H -4.32203 1.02525 0.56023
H -3.17302 1.02338 1.71955
```

Computed properties:
Electronic energy in eV: -7757.449
HOMO-LUMO gap in eV: 9.5

# 14
Density functional theory data (ωB97M-V/def2-TZVPD) for a cluster of 2 separate species, C3H11N3 in total at a distorted geometry.

The geometry in XYZ format:
```
17
Properties=species:S:1:pos:R:3
C 1.62848 -1.42840 -2.28173
N 1.02078 -0.64920 -1.31887
C 1.86147 -0.67460 -0.06700
H 1.02611 -1.41546 -3.20260
H 2.37165 -2.25253 -1.94401
H 1.21594 -0.35354 0.74360
H 2.10217 -1.77843 0.12776
H 2.85907 -0.14827 -0.15780
N -1.61360 2.05458 0.73116
C -1.38587 0.82154 1.39753
N -1.59889 -0.38542 0.47131
H -2.58523 2.33096 0.68109
H -0.88910 2.77199 1.07342
H -2.17969 0.72944 2.13371
H -0.38423 0.72526 1.85325
H -0.96870 -0.17532 -0.29283
H -2.48034 -0.17261 0.05202
```

Computed properties:
Electronic energy in eV: -7757.228
HOMO-LUMO gap in eV: 9.5